[1]
C40H36BrCoF4N5O2P as an isolated structure, computed with ωB97M-V with the def2-TZVPD basis set.

Each line ends with the Mulliken charge.
Cartesian coordinates (Å):
Co: -0.5676 -1.0668 -0.3489  0.184
C: 9.1166 2.6900 2.9147  -0.831
O: 9.0377 3.4222 1.6874  -0.404
C: 7.8567 3.6620 1.1381  0.850
C: 6.6364 3.1741 1.6482  -0.494
C: 5.4611 3.4725 1.0051  -0.148
C: 5.4847 4.2542 -0.1610  -0.014
C: 6.7036 4.7805 -0.6402  -0.293
C: 7.8785 4.4642 -0.0185  -0.713
N: 4.3630 4.6570 -0.8524  -0.736
N: 3.2357 4.1649 -0.7994  -0.024
C: 2.8415 2.8783 -0.7107  -0.143
C: 3.6857 1.7855 -1.0166  -0.423
C: 3.2230 0.4977 -1.0526  -1.216
C: 1.8575 0.2118 -0.8071  0.805
O: 1.3792 -0.9622 -0.8588  -0.621
C: 0.9690 1.3363 -0.5304  0.277
N: -0.3375 1.0179 -0.3534  0.455
C: -1.2130 1.9838 -0.1612  -0.583
C: -0.8336 3.3355 -0.1325  -0.946
C: 0.4841 3.6696 -0.3020  -0.485
C: 1.4342 2.6481 -0.5050  1.076
H: 10.1624 2.7167 3.2002  0.249
H: 8.8031 1.6567 2.7615  0.356
H: 8.5125 3.1681 3.6859  0.356
H: 6.6205 2.5733 2.5446  0.427
H: 4.5251 3.1106 1.4091  0.508
H: 6.6831 5.4193 -1.5121  0.488
H: 8.8292 4.8305 -0.3780  0.458
H: 4.7260 1.9817 -1.2421  0.589
H: 3.8776 -0.3259 -1.3008  0.580
H: -2.2493 1.6883 -0.0416  0.374
H: -1.5901 4.0937 0.0089  0.502
H: 0.8020 4.7034 -0.3025  0.540
F: -4.1548 -7.1010 -1.2045  -0.258
C: -3.7390 -5.8654 -1.3990  0.549
C: -4.5905 -4.9214 -1.9462  0.392
F: -5.8231 -5.2542 -2.2843  -0.268
C: -4.1314 -3.6248 -2.1460  0.081
F: -4.9683 -2.7587 -2.7145  -0.363
C: -2.8479 -3.2364 -1.7915  -0.271
P: -2.2342 -1.5441 -2.0018  1.074
C: -1.6504 -1.3945 -3.6946  0.294
C: -0.7217 -0.3898 -3.9664  -0.024
C: -0.2615 -0.2009 -5.2590  -0.767
C: -0.7173 -1.0249 -6.2799  -0.597
C: -1.6325 -2.0324 -6.0122  -0.754
C: -2.1045 -2.2175 -4.7217  -0.459
C: -3.6382 -0.4253 -1.7818  0.877
C: -4.0594 0.4382 -2.7858  -0.703
C: -5.0901 1.3350 -2.5353  -0.837
C: -5.7035 1.3656 -1.2922  -0.650
C: -5.2866 0.5001 -0.2866  -0.538
C: -4.2510 -0.3861 -0.5291  -0.261
C: -2.0007 -4.2145 -1.2556  -0.167
Br: -0.1974 -3.8451 -0.8206  -0.039
C: -2.4357 -5.5090 -1.0611  0.280
F: -1.6380 -6.4363 -0.5513  -0.297
H: -0.3567 0.2492 -3.1685  0.267
H: 0.4555 0.5807 -5.4694  0.468
H: -0.3532 -0.8833 -7.2885  0.404
H: -1.9827 -2.6736 -6.8094  0.454
H: -2.8219 -3.0037 -4.5237  0.351
H: -3.5939 0.4105 -3.7627  0.490
H: -5.4220 2.0030 -3.3184  0.462
H: -6.5141 2.0570 -1.1064  0.436
H: -5.7734 0.5154 0.6795  0.475
H: -3.9347 -1.0631 0.2583  0.105
C: -1.3484 -0.4375 5.7825  -0.971
C: -0.8404 -1.7031 5.1117  -0.732
N: -1.3880 -1.9034 3.7607  0.195
C: -2.6962 -2.5578 3.6593  -1.074
C: -3.8559 -1.5916 3.4375  -0.658
C: -0.7673 -1.4600 2.6652  1.484
C: 0.5766 -0.8083 2.8016  -1.399
N: -1.2629 -1.5788 1.4568  0.149
H: -0.9391 -0.3592 6.7889  0.404
H: -2.4342 -0.4403 5.8660  0.259
H: -1.0540 0.4548 5.2283  0.252
H: -1.1144 -2.5813 5.6954  0.405
H: 0.2452 -1.7063 5.0561  0.385
H: -2.8408 -3.1153 4.5828  0.418
H: -2.6468 -3.3115 2.8674  0.480
H: -4.0624 -1.0123 4.3353  0.338
H: -4.7605 -2.1436 3.1825  0.358
H: -3.6460 -0.8865 2.6317  0.103
H: 1.3019 -1.5031 3.2243  0.454
H: 0.5286 0.0648 3.4512  0.327
H: 0.9367 -0.5042 1.8220  -0.094
H: -2.1553 -2.0577 1.4474  -0.290

Cartesian forces (eV/Å) of the 3 atoms listed first:
0.02 0.22 -0.05
0.02 -0.03 -0.02
-0.06 0.07 -0.01

Computed properties:
ΔE to the lowest compared entry with this formula, charge and spin ... 0.0 kcal per mole
Charge ... +2
Lowest unoccupied orbital energy (spin up / spin down) ... -6.1358 / -7.0033 eV
Calculated total energy ... -181424.3025 eV
Spin multiplicity ... 5
⟨S²⟩ ... 6.063


[2]
C40H36MnN5O2PS2 as an isolated structure, computed with ωB97M-V with the def2-TZVPD basis set.

Each line ends with the Mulliken charge.
Cartesian coordinates (Å):
Mn: 0.8083 -0.4094 0.1381  0.011
O: 0.3503 -0.7545 2.0693  -0.336
C: -0.7580 -0.9500 2.6694  0.059
C: -0.8149 -0.8336 4.0911  -0.594
C: -1.9869 -0.9734 4.7896  -0.421
C: -3.1889 -1.2551 4.1227  -0.940
C: -3.1594 -1.4075 2.7532  -0.605
C: -1.9805 -1.2789 2.0110  0.683
C: -1.9844 -1.5044 0.5780  0.103
N: -1.0118 -1.2554 -0.2929  0.403
C: -1.4562 -1.6779 -1.5259  -0.483
C: -2.7092 -2.1794 -1.4115  -1.398
N: -3.0314 -2.0691 -0.0776  0.116
H: 0.1202 -0.5998 4.5853  0.433
H: -1.9844 -0.8572 5.8686  0.375
H: -4.1198 -1.3495 4.6680  0.364
H: -4.0957 -1.6036 2.2385  0.230
H: -0.8306 -1.6308 -2.3956  0.552
H: -3.3630 -2.6372 -2.1302  0.457
H: -3.8792 -2.3754 0.3594  0.153
O: 2.7367 -0.3513 0.7811  -0.675
N: 3.7499 0.4863 0.7550  0.146
C: 4.6438 0.3269 -0.2493  -0.143
C: 5.7645 1.1010 -0.3696  -0.976
C: 5.9897 2.0823 0.6039  -0.026
C: 5.0949 2.2249 1.6290  -0.870
C: 3.9238 1.4254 1.7588  0.378
S: 2.8185 1.6116 3.0066  -0.378
H: 4.3776 -0.4698 -0.9274  0.550
H: 6.4418 0.9350 -1.1947  0.410
H: 6.8639 2.7209 0.5517  0.352
H: 5.2368 2.9664 2.4022  0.372
C: -1.4598 4.7691 -0.1674  -1.406
C: 0.0357 4.6019 -0.0462  1.346
C: 0.7838 5.7615 0.1573  -0.771
C: 2.1656 5.7443 0.2611  -0.968
C: 2.8387 4.5400 0.1495  -0.654
C: 2.1081 3.3795 -0.0352  -1.648
C: 0.7154 3.3745 -0.1222  1.250
P: 0.0651 1.6707 -0.4368  2.850
C: -1.7062 1.7766 0.0150  0.546
C: -2.7103 1.4799 -0.9043  -0.494
C: -4.0400 1.4312 -0.5147  -0.854
C: -4.3780 1.6791 0.8085  -0.828
C: -3.3803 1.9557 1.7308  -0.464
C: -2.0394 1.9975 1.3614  0.955
C: -0.9851 2.2809 2.3979  -1.781
C: 0.1105 1.6700 -2.2599  0.387
C: -0.3727 2.6864 -3.0848  0.039
C: -0.3081 2.5593 -4.4608  -0.794
C: 0.2561 1.4101 -5.0115  -0.641
C: 0.7737 0.4234 -4.1920  -0.882
C: 0.7363 0.5380 -2.7936  0.183
C: 1.3276 -0.4814 -1.8683  -1.285
H: -1.6909 5.8013 -0.4360  0.474
H: -1.9650 4.5474 0.7756  0.297
H: -1.9010 4.1132 -0.9139  0.242
H: 0.2578 6.7087 0.2245  0.391
H: 2.7081 6.6687 0.4219  0.358
H: 3.9169 4.4881 0.2266  0.432
H: 2.6258 2.4307 -0.1190  0.286
H: -2.4440 1.2729 -1.9333  0.378
H: -4.8061 1.1864 -1.2416  0.385
H: -5.4131 1.6343 1.1277  0.330
H: -3.6369 2.1041 2.7739  0.380
H: -1.3684 2.0605 3.3943  0.487
H: -0.6706 3.3288 2.3732  0.275
H: -0.0873 1.6748 2.2497  -0.029
H: -0.8079 3.5772 -2.6471  0.282
H: -0.6966 3.3417 -5.1026  0.404
H: 0.3016 1.2956 -6.0892  0.352
H: 1.2311 -0.4599 -4.6241  0.509
H: 2.4179 -0.3480 -1.8660  -0.040
H: 1.1881 -1.4772 -2.3101  0.366
C: 0.3507 -8.1120 1.1843  -1.132
C: 0.2324 -7.5691 -0.2163  0.857
C: -0.4763 -8.2582 -1.1986  -0.581
C: -0.5107 -7.6385 -2.4405  -0.125
N: 0.0509 -6.4797 -2.7063  -0.554
C: 0.7080 -5.8398 -1.6829  -0.034
S: 1.4135 -4.3202 -1.9641  -0.424
N: 0.8146 -6.4099 -0.4427  -0.526
H: 0.1678 -9.1878 1.2160  0.329
H: -0.3755 -7.6185 1.8339  0.229
H: 1.3413 -7.8911 1.5790  0.320
H: -0.9527 -9.2121 -1.0129  0.315
H: -1.0264 -8.1181 -3.2733  0.377

Cartesian forces (eV/Å) of the 3 atoms listed first:
0.34 0.30 0.19
-0.04 -0.02 -0.23
0.01 -0.03 -0.03

Computed properties:
Charge ... -2
Lowest unoccupied orbital energy (spin up / spin down) ... 4.2193 / 4.2203 eV
Calculated total energy ... -115890.1235 eV
Spin multiplicity ... 2
⟨S²⟩ ... 0.921


no.,largest force on an atom (eV Å⁻¹)
1,0.41
2,0.49